[1]
Entry from OMol25: a 2-piece molecular cluster, C15H34NO9PS2 overall at a distorted geometry (the ωB97M-V functional and the def2-TZVPD basis).

Geometry as XYZ:
```
62
Properties=species:S:1:pos:R:3:mulliken_charge:R:1
C 5.3257 1.6744 1.9289 -0.97
C 4.0491 1.6797 0.8487 -0.12
O 4.1836 0.4667 -0.0156 -0.38
P 2.6232 -0.1957 -0.4123 0.81
O 2.7910 -0.8709 -1.8672 -0.62
C 1.3919 1.2545 -0.6632 -0.64
C -0.1015 0.7990 -1.1820 -0.37
C -0.9836 0.4593 0.1689 -0.03
C -2.5859 0.2400 -0.1072 0.14
C -2.8517 -1.3975 -0.0167 -0.68
C -4.3252 -1.7975 0.5806 -0.66
C -4.2541 -2.6704 1.9983 -0.60
S -3.5583 -1.6969 3.4463 1.06
O -3.1514 -2.7618 4.5383 -0.63
O -2.2646 -0.9057 3.1204 -0.52
O -4.7678 -0.7171 4.2188 -0.51
O -3.3121 0.9924 0.9273 -0.14
C -3.7648 2.3088 0.4531 0.47
O -4.3922 2.5740 -0.6950 -0.57
C -3.5254 3.6070 1.4758 -0.39
N -2.0491 3.9089 1.6173 -0.57
O 2.0608 -1.4606 0.6390 -0.41
C 2.4453 -1.2527 2.0416 0.32
C 2.6940 -2.7815 2.6721 -1.04
H 6.1553 0.8993 1.6452 0.26
H 5.7018 2.7746 2.0710 0.31
H 4.9008 1.3399 2.9932 0.23
H 3.9820 2.6782 0.2373 0.32
H 3.0863 1.5176 1.5356 0.20
H 1.8269 1.9645 -1.5181 0.37
H 1.2909 1.9380 0.2980 0.37
H -0.5675 1.7612 -1.7098 0.30
H -0.0801 -0.0581 -1.9787 0.09
H -0.4518 -0.4340 0.7121 -0.10
H -0.8485 1.4050 0.8848 -0.12
H -2.8172 0.5577 -1.2097 0.44
H -2.0416 -1.9409 0.6552 0.17
H -2.6935 -1.8262 -1.1135 0.46
H -5.0816 -0.9101 0.6814 0.31
H -4.8114 -2.5493 -0.2087 0.30
H -5.3954 -2.8891 2.2711 0.36
H -3.6420 -3.6583 1.8163 0.34
H -4.4102 0.2160 4.3065 0.36
H -4.1745 4.5209 1.1018 0.25
H -3.9668 3.2484 2.5241 0.22
H -1.5136 3.4839 0.8276 0.28
H -1.6776 3.5780 2.5396 0.30
H 1.5875 -0.7893 2.7188 0.21
H 3.4546 -0.6854 2.2074 -0.02
H 2.0593 -2.9884 3.6338 0.26
H 3.8371 -2.8585 3.0039 0.31
H 2.5678 -3.6049 1.8275 0.26
C 1.4113 -1.8154 -5.3736 -0.99
S 2.2767 -0.2867 -4.9425 0.75
O 1.2607 0.8177 -4.9269 -0.67
C 3.2048 -0.1496 -6.4886 -1.04
H 0.7361 -2.0744 -4.5545 0.26
H 0.8317 -1.6724 -6.2884 0.38
H 2.1370 -2.6203 -5.5108 0.35
H 2.5162 -0.1076 -7.3359 0.32
H 3.8738 -1.0074 -6.5906 0.35
H 3.7978 0.7686 -6.4582 0.30
```

## Properties
multiplicity	1
energy	-66974.205	eV
LUMO	-0.161	eV

=====

[2]
Entry from OMol25: C15H35BBrInNO6 as an isolated structure (the ωB97M-V functional and the def2-TZVPD basis).

Geometry as XYZ:
```
60
Properties=species:S:1:pos:R:3:mulliken_charge:R:1
C -2.3539 1.8730 -2.7165 -1.26
C -2.1480 0.8729 -1.5634 0.09
C -2.0430 1.5448 -0.1908 -0.08
N -1.0029 2.5684 -0.1307 -0.58
In 0.0477 2.5405 1.7488 1.08
C -1.6217 2.3583 3.2376 -1.23
C -2.5410 3.5190 3.0906 0.16
C -1.9513 4.8443 3.5496 -1.16
Br -4.2720 3.2441 4.1557 -0.35
B 1.4449 0.7010 1.6855 -0.07
O 0.9561 -0.5995 1.7235 -0.22
O 2.8353 0.7553 1.5749 -0.64
C 3.4175 1.8457 0.8808 -0.74
H -2.3953 2.8903 -2.3213 0.34
H -3.2884 1.6786 -3.2507 0.37
H -1.5432 1.8302 -3.4466 0.24
H -1.2416 0.2777 -1.7218 -0.08
H -2.9958 0.1762 -1.5332 0.30
H -3.0211 1.9859 0.0666 0.16
H -1.8898 0.7278 0.5421 -0.17
H -0.3488 2.3688 -0.8827 0.23
H 0.8991 4.0904 1.9749 -0.42
H -2.1485 1.4455 2.9464 0.33
H -1.2658 2.2569 4.2662 0.52
H -2.8790 3.5984 2.0580 0.24
H -1.3014 4.6817 4.4132 0.25
H -1.3508 5.2685 2.7424 0.26
H -2.7253 5.5548 3.8390 0.43
H 1.5235 -1.1948 1.2066 0.23
H 4.3857 1.5123 0.4960 0.25
H 2.8058 2.1689 0.0352 0.28
H 3.5669 2.7006 1.5461 0.30
O 1.4006 0.4870 -3.5970 -0.56
C 2.1241 -0.3792 -3.1877 0.81
O 1.9960 -0.7937 -1.9166 -0.19
C 2.6652 -1.9460 -1.3921 0.34
C 4.0755 -1.6605 -0.9226 -0.81
C 3.2223 -0.9694 -4.0470 -1.18
H 2.6184 -2.7678 -2.1089 0.44
H 2.0568 -2.2370 -0.5409 -0.62
H 4.7292 -1.3683 -1.7464 0.35
H 4.4910 -2.5507 -0.4492 0.38
H 4.0619 -0.8508 -0.1916 0.04
H 4.1062 -0.3390 -3.9457 0.28
H 2.8905 -0.9347 -5.0812 0.32
H 3.4928 -1.9901 -3.7915 0.36
O 1.2206 -3.6225 1.0814 -0.61
C 0.0496 -3.7825 0.8663 0.90
O -0.3171 -4.2312 -0.3547 -0.36
C -1.6789 -4.5243 -0.6876 -0.48
C -2.4273 -3.2888 -1.1425 -0.86
C -0.9971 -3.3800 1.8730 -1.06
H -2.1787 -5.0226 0.1436 0.37
H -1.6074 -5.2483 -1.4987 0.31
H -2.4982 -2.5454 -0.3491 0.21
H -3.4383 -3.5561 -1.4534 0.44
H -1.9134 -2.8265 -1.9850 0.25
H -1.1912 -2.3142 1.7367 0.13
H -0.5735 -3.5182 2.8635 0.39
H -1.9334 -3.9262 1.8026 0.36
```

## Properties
multiplicity	1
energy	-105792.688	eV
total charge	-1
LUMO	2.425	eV